Record 1
# C20H21N2NbO7S

A structure of composition C20H21N2NbO7S (the ωB97M-V functional and the def2-TZVPD basis, the OMol25 dataset).

CARTESIAN COORDINATES (ANGSTROEM)
Nb: -7.642 0.084 13.612
O: -7.357 1.158 15.154
C: -6.330 2.060 15.475
C: -6.196 2.484 16.794
C: -5.297 3.460 17.214
C: -4.447 4.072 16.272
C: -4.586 3.638 14.961
C: -5.465 2.624 14.523
C: -5.483 2.187 13.111
N: -6.345 1.249 12.546
C: -6.026 1.105 11.179
C: -4.992 1.931 10.897
N: -4.648 2.619 12.106
H: -6.896 1.968 17.454
H: -5.276 3.761 18.277
H: -3.749 4.848 16.561
H: -3.993 4.125 14.196
H: -6.592 0.396 10.597
H: -4.518 2.081 9.930
H: -3.932 3.321 12.218
C: -5.769 -2.616 11.525
C: -7.150 -2.644 12.145
C: -8.004 -3.758 11.590
O: -7.811 -1.367 11.833
C: -7.036 -2.708 13.660
O: -7.394 -3.700 14.302
O: -6.535 -1.563 14.207
H: -5.920 -2.578 10.447
H: -5.274 -3.563 11.749
H: -5.116 -1.800 11.840
H: -8.100 -3.603 10.516
H: -8.981 -3.807 12.080
H: -7.464 -4.703 11.754
H: -8.781 -1.511 11.646
C: -15.543 1.429 15.733
C: -14.236 1.086 15.091
C: -13.029 1.586 15.589
C: -11.825 1.265 14.996
C: -11.865 0.384 13.887
C: -13.061 -0.057 13.324
C: -14.241 0.300 13.933
S: -10.410 -0.199 13.224
O: -9.581 1.007 12.863
O: -10.620 -1.122 12.113
O: -9.649 -0.786 14.379
H: -15.416 2.161 16.546
H: -16.050 0.555 16.140
H: -16.210 1.900 15.012
H: -13.028 2.254 16.454
H: -10.865 1.655 15.366
H: -13.059 -0.677 12.424
H: -15.205 -0.022 13.530

Cartesian forces (eV/Å) of the 2 atoms listed first:
-1.4 -1.7 2.9
1.4 -0.5 -2.4

Values from the calculation:
- Total charge: +2
- Energy: -50766.2229 eV
- M: 526.368 g/mol
- E_HOMO: -14.59 eV

Record 2
# C3H5O4Pt

A structure of composition C3H5O4Pt (the ωB97M-V functional and the def2-TZVPD basis, the OMol25 dataset).

CARTESIAN COORDINATES (ANGSTROEM)
O: -1.946 1.477 2.197
C: -1.434 1.465 1.107
O: -0.195 1.381 0.773
O: -2.169 1.222 -0.054
H: -3.110 1.408 0.043
C: 0.934 -1.194 -1.109
O: 0.284 -0.255 -1.634
C: 1.628 -1.024 0.190
H: 2.482 -1.637 -0.389
H: 0.519 -2.204 -1.282
H: 2.144 -0.065 0.292
H: 1.270 -1.769 0.916
Pt: -0.408 1.195 -1.049

Cartesian forces (eV/Å) of the 2 atoms listed first:
0.5 0.7 -1.9
-1.5 -1.3 5.1

Values from the calculation:
- Total charge: +1
- Energy: -14614.2223 eV
- 2S+1: 3
- <S²>: 2.007
- M: 300.147 g/mol
- E_HOMO (alpha / beta): -13.27 / -14.69 eV

Record 3
# C4H8OS

The molecule C4H8OS (the ωB97M-V functional and the def2-TZVPD basis, the OMol25 dataset).

CARTESIAN COORDINATES (ANGSTROEM)
C: -1.071 -0.503 -1.035
C: 0.175 -0.221 -0.449
C: 0.520 -0.799 0.727
C: -0.131 0.555 0.785
H: -1.061 -1.596 -1.494
H: -1.662 0.085 -1.761
H: -1.853 -0.898 -0.218
H: 1.516 1.809 -1.549
H: -0.182 -1.611 1.117
H: 1.702 -0.564 0.996
H: -1.280 0.642 0.891
H: 0.917 1.369 2.232
O: 0.767 1.561 1.188
S: 1.644 0.171 -1.432

Cartesian forces (eV/Å) of the 2 atoms listed first:
-5.4 -6.4 -1.8
1.4 4.7 -4.1

Values from the calculation:
- Energy: -17156.0114 eV
- SMILES: C[C@]1(S)C[C@H]1O
- M: 104.174 g/mol
- E_HOMO: -8.87 eV

Record 4
# C3H2OS

The molecule C3H2OS (the ωB97M-V functional and the def2-TZVPD basis, the OMol25 dataset).

CARTESIAN COORDINATES (ANGSTROEM)
C: -0.554 0.540 0.152
C: -0.603 -0.672 0.671
C: 0.920 0.244 -0.711
O: 1.770 0.864 -1.248
S: 0.814 -1.438 -0.317
H: -1.072 1.492 0.152
H: -1.274 -1.031 1.301

Cartesian forces (eV/Å) of the 2 atoms listed first:
3.1 0.6 -1.9
3.3 1.8 -4.0

Values from the calculation:
- Energy: -16023.5398 eV
- SMILES: O=C1C=CS1
- M: 86.115 g/mol
- E_HOMO: -9.34 eV

Record 5
# N2O2

A cluster of 2 separate species, N2O2 in total (the ωB97M-V functional and the def2-TZVPD basis, the OMol25 dataset).

CARTESIAN COORDINATES (ANGSTROEM)
N: -1.912 -0.024 0.207
N: 1.121 0.606 -0.292
O: -0.773 -0.193 -0.097
O: 1.564 -0.390 0.182

Cartesian forces (eV/Å) of the 2 atoms listed first:
4.1 0.0 -1.2
1.9 -3.8 2.1

Values from the calculation:
- Energy: -7068.5407 eV
- M: 60.012 g/mol
- E_HOMO (alpha / beta): -7.62 / -7.61 eV

Record 6
# C20H37N3O2

The molecule C20H37N3O2 (the ωB97M-V functional and the def2-TZVPD basis, the OMol25 dataset).

CARTESIAN COORDINATES (ANGSTROEM)
C: -1.190 3.357 1.122
H: -0.568 4.223 1.334
H: -0.814 2.505 1.681
H: -2.204 3.566 1.454
C: -1.186 3.042 -0.371
N: 0.180 2.924 -0.858
C: 0.737 4.176 -1.343
C: 0.413 4.236 -2.846
H: -0.563 4.698 -2.998
H: 1.151 4.815 -3.397
C: 0.383 2.762 -3.270
H: 1.250 2.501 -3.876
H: -0.512 2.532 -3.846
C: 0.398 1.972 -1.939
C: 1.756 1.283 -1.709
N: 1.849 0.822 -0.344
C: 1.806 -0.478 -0.010
O: 1.819 -1.385 -0.824
C: 1.730 -0.746 1.502
N: 0.558 -1.566 1.724
C: -0.645 -0.986 1.929
O: -0.745 0.189 2.236
C: -1.877 -1.883 1.824
C: -2.970 -1.089 1.096
C: -2.604 -0.917 -0.375
C: -2.451 -2.268 -1.072
C: -2.093 -2.083 -2.544
H: -2.846 -1.485 -3.052
H: -1.131 -1.582 -2.636
H: -2.022 -3.046 -3.045
C: -1.374 -3.088 -0.361
C: -1.686 -3.233 1.129
H: -0.916 -3.827 1.630
H: -2.623 -3.788 1.232
H: -0.411 -2.598 -0.519
H: -1.312 -4.081 -0.812
H: -3.407 -2.803 -1.005
H: -1.660 -0.370 -0.444
H: -3.374 -0.326 -0.877
H: -3.070 -0.111 1.570
H: -3.923 -1.615 1.181
H: -2.204 -2.058 2.857
H: 0.607 -2.485 1.316
H: 1.557 0.195 2.033
C: 3.014 -1.403 2.037
C: 3.003 -1.390 3.565
H: 2.132 -1.924 3.937
H: 2.967 -0.371 3.943
H: 3.898 -1.871 3.953
C: 3.200 -2.826 1.514
H: 4.209 -3.171 1.728
H: 2.504 -3.509 1.996
H: 3.045 -2.860 0.439
H: 3.851 -0.790 1.682
H: 1.599 1.527 0.336
H: 2.571 1.987 -1.899
H: 1.865 0.418 -2.365
H: -0.378 1.201 -1.915
H: 1.821 4.157 -1.194
H: 0.332 5.022 -0.789
H: -1.699 2.090 -0.522
H: -1.747 3.813 -0.920

Cartesian forces (eV/Å) of the 2 atoms listed first:
-0.1 -0.1 -0.3
0.0 0.1 0.0

Values from the calculation:
- Energy: -29907.9651 eV
- SMILES: CCN1CCC[C@H]1CNC(=O)[C@@H](NC(=O)[C@H]1CC[C@@H](C)CC1)C(C)C
- M: 351.535 g/mol
- E_HOMO: -8.64 eV

Record 7
# C3H8O5

A cluster of 3 separate species, C3H8O5 in total (the ωB97M-V functional and the def2-TZVPD basis, the OMol25 dataset).

CARTESIAN COORDINATES (ANGSTROEM)
C: 0.925 1.282 -0.075
O: 1.981 -0.212 0.694
O: 1.577 -0.620 1.874
H: 0.301 -0.899 1.646
H: 0.483 1.759 0.795
H: 1.947 1.625 -0.188
H: 0.449 1.487 -1.028
C: -1.829 0.372 -0.646
C: -0.675 -0.414 -0.086
O: -0.210 -1.273 -1.037
O: 0.675 -2.272 -0.511
O: -0.722 -0.739 1.149
H: 1.459 -1.730 -0.270
H: -1.972 1.282 -0.067
H: -2.722 -0.246 -0.554
H: -1.667 0.598 -1.696

Cartesian forces (eV/Å) of the 2 atoms listed first:
1.9 0.6 0.8
-0.8 0.5 -1.7

Values from the calculation:
- Energy: -13468.6324 eV
- M: 124.092 g/mol
- E_HOMO (alpha / beta): -8.61 / -8.98 eV

Record 8
# C15H16N4O2S

The molecule C15H16N4O2S (the ωB97M-V functional and the def2-TZVPD basis, the OMol25 dataset).

CARTESIAN COORDINATES (ANGSTROEM)
C: -4.330 -2.007 0.942
H: -5.060 -1.309 0.541
H: -3.509 -1.468 1.405
H: -4.805 -2.669 1.658
S: -3.693 -3.044 -0.407
C: -2.479 -1.876 -1.105
C: -1.153 -1.949 -0.358
H: -0.584 -2.813 -0.704
H: -1.344 -2.063 0.710
C: -0.324 -0.677 -0.557
N: 1.025 -0.874 -0.055
C: 2.121 -0.455 -0.727
O: 2.065 0.146 -1.787
C: 3.393 -0.781 -0.071
C: 4.678 -0.517 -0.472
C: 5.519 -1.051 0.527
C: 4.690 -1.598 1.461
O: 3.407 -1.442 1.113
H: 4.889 -2.107 2.383
H: 6.589 -1.031 0.548
H: 4.963 -0.009 -1.369
H: 1.131 -1.331 0.837
C: -0.973 0.471 0.146
N: -1.837 0.377 1.126
N: -2.202 1.591 1.522
C: -1.553 2.466 0.782
C: -1.566 3.873 0.775
C: -0.776 4.523 -0.123
C: 0.045 3.799 -1.023
C: 0.057 2.441 -1.015
N: -0.737 1.791 -0.126
H: 0.679 1.839 -1.662
H: 0.670 4.329 -1.722
H: -0.761 5.602 -0.157
H: -2.201 4.383 1.479
H: -0.219 -0.442 -1.624
H: -2.360 -2.139 -2.155
H: -2.922 -0.884 -1.029

Cartesian forces (eV/Å) of the 2 atoms listed first:
0.1 -0.2 -0.4
0.0 0.1 0.1

Values from the calculation:
- Energy: -36704.9509 eV
- SMILES: CSCC[C@H](NC(=O)c1ccco1)c1nnc2ccccn12
- M: 316.386 g/mol
- E_HOMO: -8.29 eV

M of number 5 (N2O2)?
60.012 g/mol

Among the records above, which one has the lowest energy?
C20H21N2NbO7S

Among the records above, which one has the lowest M?
N2O2